DFT (ωB97M-V/def2-TZVPD) results for C26H32LaN11O6S as an isolated structure in a non-equilibrium geometry.

Cartesian coordinates (Å):
La  0.370  0.023  0.257
N  2.947  -0.683  1.061
C  3.121  -1.616  2.207
C  2.296  -1.197  3.397
N  0.851  -1.078  3.130
C  0.167  -2.391  3.391
C  -1.220  -2.364  2.768
N  -1.112  -2.017  1.265
C  0.251  -0.144  4.134
C  0.468  1.347  3.766
N  -0.392  1.664  2.624
H  3.396  0.215  1.257
H  3.487  -1.045  0.266
H  2.729  -2.608  1.934
H  4.175  -1.832  2.391
H  2.510  -1.926  4.228
H  2.573  -0.207  3.760
H  0.792  -3.170  2.927
H  0.026  -2.641  4.464
H  -1.671  -3.310  2.969
H  -1.870  -1.641  3.208
H  -0.770  -2.779  0.754
H  -2.047  -1.775  0.964
H  -0.839  -0.330  4.279
H  0.793  -0.361  5.117
H  0.246  1.929  4.662
H  1.480  1.597  3.470
H  -1.289  1.904  3.057
H  0.016  2.461  2.108
O  3.768  2.388  -1.696
C  2.852  1.556  -2.104
O  1.662  1.832  -2.203
C  3.335  0.207  -2.334
C  4.516  -0.055  -3.040
C  4.801  -1.390  -3.285
C  3.965  -2.396  -2.798
C  2.831  -2.013  -2.050
N  2.503  -0.717  -1.895
C  1.850  -2.963  -1.389
O  1.900  -4.250  -1.672
O  1.032  -2.512  -0.652
H  3.391  3.152  -1.151
H  5.185  0.734  -3.321
H  5.690  -1.635  -3.873
H  4.271  -3.433  -2.939
H  2.593  -4.496  -2.324
S  -6.999  1.431  -3.676
N  -5.521  1.126  -4.233
C  -4.705  0.946  -3.218
C  -3.273  0.635  -3.265
C  -2.532  0.613  -4.439
C  -1.230  0.220  -4.382
C  -0.725  -0.072  -3.155
N  -1.356  0.047  -1.994
C  -2.648  0.403  -2.034
C  -3.352  0.579  -0.754
N  -2.599  0.368  0.385
C  -3.228  0.510  1.517
C  -4.572  0.827  1.646
C  -5.324  1.031  0.527
C  -4.715  0.830  -0.718
C  -5.381  1.031  -1.985
N  -6.665  1.302  -2.123
H  -3.019  0.768  -5.381
H  -0.661  0.101  -5.272
H  0.306  -0.390  -3.127
H  -2.625  0.329  2.405
H  -4.968  0.910  2.634
H  -6.351  1.344  0.662
N  -0.515  2.613  -0.413
N  0.423  3.581  0.086
C  1.708  3.108  0.289
O  2.657  3.881  0.088
O  1.791  1.890  0.648
H  -0.514  2.611  -1.416
H  -1.458  2.910  -0.088
H  0.422  4.483  -0.305

The value obtained for the energy above the lowest of the compared OMol25 structures with the same formula, charge and spin is 68.55 kJ/mol. As for the multiplicity: 1. As for the total charge: +2. As for the orbital gap: 8.084 eV.


DFT (ωB97M-V/def2-TZVPD) results for C26H32LaN7OS4 as an isolated structure.

Cartesian coordinates (Å):
La  -0.189  -0.323  0.017
C  -1.829  2.897  -0.240
N  -0.397  2.534  -0.227
C  0.253  3.175  -1.368
C  0.196  2.875  1.040
C  1.098  3.922  1.185
C  1.695  4.201  2.406
C  1.391  3.411  3.501
C  0.493  2.366  3.378
C  -0.144  2.071  2.158
N  -0.957  0.961  1.961
C  -1.738  0.490  3.000
C  -2.167  1.296  4.076
C  -2.899  0.786  5.128
C  -3.272  -0.551  5.142
C  -2.948  -1.336  4.050
C  -2.209  -0.838  2.986
N  -2.002  -1.648  1.789
C  -3.300  -1.764  1.094
C  -1.502  -2.992  2.113
H  -1.943  3.989  -0.227
H  -2.297  2.502  -1.137
H  -2.329  2.476  0.627
H  0.091  4.260  -1.375
H  1.324  2.978  -1.348
H  -0.173  2.766  -2.282
H  1.348  4.540  0.334
H  2.392  5.024  2.490
H  1.863  3.600  4.458
H  0.295  1.733  4.231
H  -1.931  2.350  4.059
H  -3.190  1.439  5.943
H  -3.836  -0.962  5.969
H  -3.299  -2.361  4.027
H  -4.043  -2.267  1.723
H  -3.670  -0.769  0.846
H  -3.182  -2.328  0.168
H  -2.224  -3.575  2.693
H  -1.294  -3.530  1.189
H  -0.575  -2.912  2.679
N  2.047  0.050  1.796
C  3.245  -0.337  1.153
C  4.259  -0.993  1.809
C  5.431  -1.369  1.133
C  5.580  -1.071  -0.196
C  4.544  -0.429  -0.903
C  4.639  -0.126  -2.290
C  3.562  0.393  -2.926
C  2.368  0.625  -2.196
N  2.281  0.496  -0.878
C  3.350  -0.073  -0.237
H  2.048  -0.194  2.777
H  1.899  1.055  1.719
H  4.155  -1.211  2.866
H  6.220  -1.871  1.676
H  6.490  -1.333  -0.723
H  5.563  -0.332  -2.814
H  3.568  0.597  -3.988
H  1.544  1.114  -2.698
S  0.959  -1.566  -2.752
S  -0.430  -1.034  -4.141
S  -1.445  0.538  -3.264
S  -2.466  -0.255  -1.676
N  2.837  -3.680  -0.353
C  1.490  -3.534  -0.365
N  0.779  -4.429  -1.086
O  0.944  -2.668  0.338
H  3.308  -4.208  -1.066
H  3.365  -2.951  0.102
H  1.237  -4.942  -1.818
H  -0.169  -4.163  -1.287

The value obtained for the energy above the lowest of the compared OMol25 structures with the same formula, charge and spin is 39.06 kJ/mol. As for the multiplicity: 1. As for the orbital gap: 6.339 eV.


Among the records above, which one has the highest energy above the lowest of the compared OMol25 structures with the same formula, charge and spin? C26H32LaN11O6S


Among the records above, which one has the highest orbital gap? C26H32LaN11O6S


What is the formula in the second record? C26H32LaN7OS4


energy above the lowest of the compared OMol25 structures with the same formula, charge and spin of number 1 (C26H32LaN11O6S)? 68.55 kJ/mol